Computed, not measured: 14 unconnected molecules or ions with the total composition C56H110O15 at a distorted geometry, with ωB97M-V with the def2-TZVPD basis set.

Geometry as XYZ:
```
181
Properties=species:S:1:pos:R:3
O -5.656 2.011 -4.324
O -0.016 1.573 -0.056
O -4.584 6.527 2.549
O -5.685 0.085 1.255
O -4.769 -3.733 -3.487
O -1.808 -4.825 4.692
O 3.858 -1.665 2.988
O 2.086 2.234 -7.054
O 0.026 -8.978 0.668
O 1.646 6.022 4.090
O -2.225 0.757 6.651
O 3.448 -4.731 -3.533
O 7.532 2.564 0.815
O 0.923 8.384 -3.388
O 0.983 -0.161 -1.117
C -2.649 -4.517 -4.338
C 3.827 -5.454 -5.754
C 3.987 -3.066 3.124
C -2.998 6.233 0.822
C -0.143 -4.469 6.340
C 2.211 -8.307 1.058
C 4.939 -4.588 -5.321
C 0.720 -10.206 0.599
C 0.662 6.060 -2.914
C -1.444 -6.123 5.229
C 0.865 -7.894 0.376
C 0.509 7.475 -2.306
C 5.150 -1.032 3.221
C 6.178 3.040 -1.143
C 5.034 -3.136 4.249
C -4.053 7.800 2.227
C -3.672 2.357 -5.220
C -5.850 -1.327 1.004
C -2.713 7.557 1.576
C 5.956 -2.132 3.728
C 2.105 3.875 4.421
C 0.800 -1.571 -1.223
C 6.402 3.319 1.178
C -4.014 5.525 1.747
C -3.861 2.007 7.733
C -4.169 2.137 6.259
C 2.112 -0.056 -6.590
C 2.087 -9.866 1.249
C 7.538 2.553 -0.619
C 1.570 4.790 3.374
C 2.794 -5.272 -4.665
C 1.006 7.647 -4.639
C -1.215 -3.793 5.500
C -7.256 -1.450 0.450
C 0.264 6.343 -4.348
C 1.198 1.161 -6.739
C 2.827 6.101 4.927
C 3.416 0.588 -6.198
C 5.353 3.106 0.066
C -4.089 -2.647 -4.056
C -4.832 2.394 -3.197
C 0.177 0.385 -0.167
C -3.052 -3.215 -4.979
C -5.123 2.572 -5.491
C -6.899 0.706 1.691
C 3.445 1.857 -7.026
C 4.609 -4.066 -3.940
C -3.422 2.655 -3.769
C -2.856 1.487 5.607
C -3.045 0.742 7.842
C -0.405 -0.713 0.661
C -7.947 -0.353 1.287
C -3.915 -4.927 -3.574
C 2.950 4.659 5.426
C -0.142 -5.923 5.963
C -0.404 -1.901 -0.301
H -5.210 3.272 -2.674
H 6.633 -1.717 4.475
H -3.250 2.877 7.974
H -4.740 8.288 1.536
H 0.407 -6.928 0.584
H 5.502 -0.807 2.214
H -0.816 6.429 -4.465
H -2.175 -2.583 -5.116
H 5.903 -5.097 -5.287
H -2.595 2.134 -3.286
H -2.415 0.733 8.731
H 3.493 0.900 -5.156
H -4.856 5.071 1.225
H 0.083 5.287 -2.409
H 6.712 4.364 1.150
H 0.180 -0.890 1.564
H 0.012 -6.585 6.815
H 3.976 4.294 5.404
H 1.687 -2.086 -0.852
H 4.652 2.276 0.145
H 2.120 -10.113 2.310
H 1.682 5.679 -2.863
H -1.323 -2.071 -0.861
H -3.562 -3.497 -5.901
H 0.800 -10.547 -0.433
H -0.713 -3.072 4.855
H 2.745 6.869 5.696
H 1.281 3.520 5.041
H -1.993 -3.320 6.099
H -4.330 -5.662 -4.262
H 0.671 1.442 -5.828
H 3.015 -8.004 0.387
H 2.563 2.989 3.981
H 2.878 -10.552 0.945
H 5.155 -0.140 3.848
H 3.950 2.716 -6.585
H 0.647 -6.076 5.227
H 0.552 1.125 -7.617
H 2.997 -3.461 3.351
H -4.087 8.370 3.156
H -2.110 5.617 0.682
H -4.798 1.541 -2.520
H 4.344 0.051 -6.390
H 5.351 -4.179 4.258
H -2.480 8.389 0.912
H -0.388 -4.466 7.402
H -3.479 -5.304 -2.648
H -3.477 1.300 -5.405
H 8.278 3.219 -1.062
H -1.099 -6.855 4.499
H -2.332 -5.203 -5.124
H -1.948 7.499 2.350
H -7.034 1.613 1.101
H 2.169 4.830 2.464
H 2.069 7.539 -4.854
H -3.717 -0.115 7.827
H 2.215 -0.696 -7.467
H -1.830 -4.431 -3.624
H 5.794 2.357 -1.900
H -2.252 2.328 5.266
H -0.564 7.613 -2.169
H -5.121 1.665 6.016
H 2.294 -7.746 1.989
H -0.201 -2.823 0.243
H -7.613 -2.446 0.712
H 4.379 -3.005 -4.025
H 1.003 7.568 -1.339
H -8.607 -0.702 2.081
H 1.742 -0.698 -5.790
H 4.331 -3.489 2.180
H 0.580 -1.865 -2.249
H -4.296 3.178 5.960
H 4.576 -2.795 5.177
H -3.069 0.792 4.795
H 2.116 -4.551 -5.123
H -7.338 -1.208 -0.610
H -5.438 2.025 -6.379
H 2.552 4.695 6.441
H -3.494 6.471 -0.119
H -3.021 2.833 -5.953
H 6.114 3.194 2.222
H 6.646 -2.606 3.030
H -8.596 0.170 0.584
H 4.719 3.974 -0.117
H -4.752 -2.019 -4.652
H 6.310 3.993 -1.654
H -1.404 -0.344 0.891
H 3.560 -5.190 -6.778
H -4.721 2.044 8.402
H -3.602 -1.980 -3.345
H -5.599 -1.824 1.941
H -2.238 -6.539 5.849
H 0.797 -3.918 6.305
H 0.552 4.467 3.158
H 2.119 -6.087 -4.403
H 4.954 -3.728 -5.991
H 4.173 -6.487 -5.740
H 0.505 8.131 -5.477
H 0.930 -7.901 -0.712
H -3.226 3.721 -3.658
H -6.928 0.999 2.741
H -3.528 4.867 2.467
H 3.837 1.642 -8.020
H 7.703 1.507 -0.873
H -5.514 3.583 -5.609
H 0.600 5.538 -5.001
H 0.092 -10.919 1.132
H 5.332 -4.170 -3.130
H -5.079 -1.641 0.300
H 3.643 6.363 4.253
```

Properties
Frontier orbital gap in hartree: 0.337
ΔE to the lowest compared entry with this formula, charge and spin in kcal per mole: 124.37
M in g/mol: 1023.48

These are the Löwdin partial charges, in e, on atoms 1 to 5:
1. O -0.147
2. O 0.108
3. O -0.156
4. O -0.171
5. O -0.114

Computed, not measured: 12 unconnected molecules or ions with the total composition C22H71N3O17 at a distorted geometry, with ωB97M-V with the def2-TZVPD basis set.

Geometry as XYZ:
```
113
Properties=species:S:1:pos:R:3
O -8.501 -2.528 -35.259
O -8.368 -3.682 -32.602
O -14.182 -5.925 -35.670
O -11.764 -7.839 -31.880
O -15.371 -0.811 -30.758
O -11.433 -9.865 -26.179
O -14.175 -2.656 -28.970
O -11.405 -4.694 -33.394
O -13.155 -3.561 -35.121
O -17.166 -3.423 -32.967
O -7.883 -6.246 -32.495
O -16.018 -7.090 -29.318
O -15.446 -2.246 -35.300
O -12.511 -10.970 -32.485
O -14.685 -11.610 -34.557
O -14.180 -8.416 -38.014
O -11.078 -1.482 -34.886
N -11.740 -7.378 -36.724
N -16.932 -8.085 -26.590
N -14.077 -10.600 -28.778
C -13.968 -2.754 -30.417
C -12.757 -9.892 -26.789
C -15.513 -8.785 -38.406
C -13.888 -10.832 -32.181
C -11.365 -9.479 -35.544
C -11.583 -6.964 -32.945
C -12.094 -8.791 -36.707
C -7.592 -2.106 -34.244
C -16.887 -5.738 -26.009
C -11.516 -9.176 -24.869
C -15.818 -6.334 -28.209
C -16.221 -4.033 -33.876
C -7.876 -2.400 -32.786
C -16.253 -3.447 -35.249
C -13.617 -9.178 -36.920
C -16.923 -6.724 -27.205
C -11.867 -5.575 -32.429
C -14.155 -1.391 -31.135
C -14.991 -7.036 -30.321
C -11.789 -9.945 -29.176
C -14.795 -10.741 -33.432
C -12.729 -10.659 -28.181
H -11.874 -8.704 -32.281
H -13.692 -10.238 -37.163
H -12.997 -3.108 -30.762
H -17.003 -2.485 -32.847
H -12.395 -11.889 -32.734
H -15.139 -7.720 -31.157
H -16.464 -5.089 -33.997
H -12.153 -4.376 -33.906
H -8.522 -1.580 -32.473
H -13.135 -8.871 -26.733
H -11.903 -6.979 -37.638
H -10.751 -7.326 -36.529
H -13.413 -6.445 -35.902
H -15.792 -4.138 -35.955
H -11.596 -10.448 -30.124
H -10.283 -9.472 -35.678
H -16.323 -5.407 -28.483
H -7.459 -1.027 -34.170
H -11.668 -0.760 -35.104
H -13.482 -2.740 -35.489
H -11.552 -9.192 -37.564
H -13.765 -4.227 -35.440
H -15.189 -6.047 -30.735
H -13.685 -1.851 -28.782
H -14.204 -1.583 -32.207
H -10.803 -9.693 -28.785
H -17.097 -4.744 -26.405
H -13.988 -6.965 -29.900
H -12.489 -11.720 -28.108
H -15.244 -3.960 -33.399
H -14.055 -10.040 -31.451
H -13.801 -10.942 -29.687
H -6.657 -2.588 -34.529
H -11.708 -8.967 -34.644
H -9.193 -3.858 -33.061
H -17.658 -5.976 -25.276
H -13.324 -0.718 -30.923
H -14.783 -9.788 -33.961
H -12.926 -5.387 -32.251
H -16.158 -8.007 -25.946
H -14.437 -9.657 -28.737
H -15.849 -10.894 -33.200
H -10.593 -7.045 -33.393
H -16.277 -8.250 -37.842
H -16.770 -8.810 -27.275
H -9.375 -2.203 -35.032
H -6.959 -2.263 -32.214
H -11.463 -10.556 -35.413
H -14.175 -8.942 -36.014
H -10.456 -9.070 -24.637
H -11.939 -8.180 -25.004
H -7.127 -6.715 -32.847
H -12.344 -7.187 -33.693
H -17.909 -6.741 -27.670
H -14.206 -11.653 -31.539
H -7.724 -5.330 -32.723
H -15.603 -8.422 -39.430
H -15.689 -1.793 -36.110
H -12.324 -9.024 -29.407
H -14.687 -3.479 -30.798
H -17.262 -3.211 -35.587
H -15.206 -0.524 -29.857
H -15.921 -5.672 -25.509
H -11.266 -5.393 -31.539
H -14.679 -6.484 -35.073
H -11.640 -2.132 -34.464
H -15.830 -9.816 -38.566
H -13.399 -10.583 -26.243
H -12.092 -9.723 -24.123
H -14.805 -12.498 -34.214
H -14.797 -6.251 -27.838
```

Properties
Frontier orbital gap in hartree: 0.332
SMILES: COC[C@H](C)N.COC[C@H](C)N.COC[C@H](C)N.OCCO.OCCO.OCCO.OCCO.OCCO.O.O.O.O
M in g/mol: 649.81

These are the Löwdin partial charges, in e, on atoms 1 to 5:
1. O -0.051
2. O -0.067
3. O -0.039
4. O -0.055
5. O -0.053